Entry 1:
C3H4HgMgO3 | ωB97M-V/def2-TZVPD

```
12
Properties=species:S:1:pos:R:3:forces:R:3:mulliken_spin:R:1
C -1.679975 0.058365 -0.957690 -1.711 0.243 3.886 0.1633
C -1.800288 -1.303116 -1.045976 3.093 1.398 -2.153 0.1626
H -1.769744 -0.686076 -2.253607 -0.595 -2.088 1.493 -0.0031
H -2.448483 0.333582 -0.204440 0.215 1.301 -0.608 0.0115
H -2.477069 -1.789221 -0.331870 -0.427 -0.067 -1.332 -0.0089
O 1.351223 1.064442 1.475428 -2.396 1.968 1.572 0.0419
C 2.360148 0.522147 0.936597 2.166 -1.860 -0.995 -0.0625
O 2.352096 -0.424727 0.143971 0.321 1.415 0.703 0.1503
O 3.528214 0.949690 1.300697 -0.158 0.139 -0.082 0.8473
Mg 0.749028 2.389316 2.671820 0.697 -0.869 -0.710 -0.0103
Hg 0.776652 -1.961907 -0.615090 -1.169 -0.780 -0.569 0.7095
H -0.941798 0.847500 -1.119837 -0.034 -0.799 -1.203 -0.0016
```
Positions in Å, forces in eV/Å.

HOMO-LUMO gap (alpha / beta): 2.76 / 4.19 eV
net charge: +2
2S+1: 3
highest occupied orbital energy (alpha / beta): -14.745 / -16.171 eV
E_LUMO (alpha / beta): -11.99 / -11.98 eV
⟨S²⟩: 2.020

Entry 2:
C44H65BN9 | ωB97M-V/def2-TZVPD

```
119
Properties=species:S:1:pos:R:3:forces:R:3:lowdin_charge:R:1
C 0.872234 -2.215054 -0.278426 -2.787 3.200 -3.441 -0.0142
C 0.255191 -1.411227 -1.136082 2.992 -4.415 5.792 -0.0349
B -0.767395 -0.294028 -1.800321 -0.241 -0.520 -0.739 -0.7609
C -2.050162 -1.009850 -2.601970 0.065 0.085 -1.002 -0.1965
C -1.623435 -2.338972 -3.398049 -0.992 0.333 -0.632 -0.2348
C -1.866830 -3.739952 -2.656346 -0.185 -0.488 -0.421 -0.2129
C -2.394087 -3.682322 -1.143612 0.126 -1.007 0.735 -0.2156
C -3.990869 -3.829908 -0.955435 0.167 0.298 0.584 -0.2131
C -4.895368 -3.039846 -2.025671 -1.254 0.027 0.687 -0.2222
C -5.677408 -1.773463 -1.333731 1.045 -0.110 -1.428 -0.2646
C -6.361302 -0.856292 -2.507876 -0.345 -0.176 1.422 -0.1321
N -1.261069 0.751619 -0.802893 -1.039 0.997 0.183 -0.0488
C -2.042350 1.834186 -1.473045 -0.304 1.225 0.205 -0.3132
C -2.386752 3.086404 -0.466282 -0.349 -0.445 0.147 -0.1324
H 1.283481 -2.906282 0.552695 -0.850 1.634 -2.079 0.0226
H -0.168847 0.315904 -2.649864 0.498 0.090 -0.359 0.0724
H -2.954609 -1.111987 -1.901074 1.128 -0.246 -1.040 0.0688
H -2.358981 -0.222121 -3.406972 0.295 -1.361 1.314 0.0948
H -2.246249 -2.356091 -4.385873 1.151 -0.153 1.497 0.0957
H -0.522630 -2.248218 -3.709494 -1.520 -0.054 0.525 0.0945
H -0.894002 -4.376738 -2.742273 -1.666 1.101 0.426 0.0938
H -2.660604 -4.332115 -3.272833 1.324 0.895 1.105 0.1029
H -2.056838 -2.776022 -0.528817 -0.208 -1.219 -1.340 0.0931
H -1.928255 -4.607867 -0.603866 -0.748 1.617 -0.787 0.1057
H -4.276989 -4.955347 -0.852491 0.404 1.948 -0.535 0.1016
H -4.237338 -3.371321 0.089899 0.378 -0.830 -1.655 0.0961
H -5.716329 -3.787256 -2.383476 1.401 1.415 0.269 0.1128
H -4.335913 -2.598681 -2.922011 -0.576 -0.997 1.345 0.0885
H -4.871181 -1.119786 -0.803920 -1.500 -1.230 -0.649 0.0855
H -6.469683 -2.187870 -0.613537 1.201 0.864 -0.881 0.0992
H -5.791472 -0.899919 -3.500999 -0.853 -0.116 1.516 0.0705
H -6.361540 0.244888 -2.142483 -0.230 -1.828 -0.731 0.0711
H -7.451320 -1.248490 -2.600508 1.831 0.928 -0.278 0.0703
H -1.891495 0.307114 -0.113798 0.409 0.330 -0.349 0.0706
H -1.448895 2.284613 -2.363816 -0.773 -1.057 1.500 0.1110
H -3.058139 1.498427 -1.899368 1.323 0.277 0.415 0.0917
H -2.181867 4.095806 -0.994872 -0.219 -1.576 1.070 0.0588
H -3.511235 3.083677 -0.154620 1.863 -0.001 -0.588 0.0515
H -1.780627 2.968694 0.516543 -0.793 0.392 -1.784 0.0637
N 2.258092 -5.018002 -2.100423 0.112 -0.124 -0.077 0.0292
C 2.638640 -6.013024 -1.241320 -0.056 0.089 -0.044 -0.1426
C 3.048928 -7.089125 -1.992426 0.019 -0.018 0.282 -0.1266
C 2.915929 -6.726509 -3.355114 -0.057 0.084 -0.242 -0.1306
C 2.428236 -5.441590 -3.390344 -0.135 0.044 0.088 -0.1624
H 1.906090 -4.109728 -1.824812 -0.089 -0.009 0.025 0.1033
H 2.583624 -5.871244 -0.172159 0.000 -0.037 -0.121 0.1022
H 3.406215 -8.031842 -1.603194 -0.041 0.100 -0.027 0.0830
H 3.151290 -7.336795 -4.215495 -0.006 0.082 0.073 0.0856
H 2.187220 -4.794648 -4.220599 0.028 -0.117 0.080 0.1013
N -5.488812 -0.228888 2.084162 -0.039 0.153 0.067 0.0111
C -6.460098 0.081201 2.998557 -0.018 -0.068 0.048 -0.1507
C -6.334312 1.412311 3.316309 -0.197 -0.188 0.086 -0.1259
C -5.250943 1.925460 2.561336 0.194 -0.006 -0.179 -0.1160
C -4.750416 0.890949 1.808069 0.072 -0.063 -0.050 -0.1306
H -5.340847 -1.139450 1.676601 -0.018 0.217 0.000 0.1281
H -7.154208 -0.670410 3.344521 0.067 0.102 -0.017 0.1001
H -6.954673 1.956382 4.014116 0.051 -0.070 -0.072 0.0841
H -4.878402 2.939793 2.567311 -0.017 -0.120 -0.034 0.0854
H -3.933453 0.855122 1.101940 -0.064 0.052 0.074 0.0933
N 0.164783 7.053909 1.355447 0.032 0.023 -0.009 -0.0071
C -1.028256 7.633931 1.014123 -0.121 0.056 -0.091 -0.1380
C -2.037607 6.882716 1.565995 0.094 0.261 -0.126 -0.1053
C -1.431627 5.813612 2.270996 0.239 -0.136 0.151 -0.1043
C -0.072642 5.946104 2.126265 -0.043 -0.111 0.107 -0.1395
H 1.074272 7.390037 1.083181 -0.315 0.145 0.181 0.1198
H -1.055728 8.527559 0.408426 -0.024 -0.118 0.053 0.1045
H -3.095458 7.081618 1.473311 0.127 -0.031 -0.008 0.0933
H -1.934522 5.033348 2.823919 0.079 0.058 -0.094 0.0965
H 0.744798 5.348788 2.502944 -0.114 -0.006 -0.076 0.0855
N 2.084182 3.952756 5.063255 0.050 -0.037 -0.013 0.0022
C 2.508152 3.573676 6.309243 0.004 0.012 0.093 -0.1530
C 2.399685 2.206693 6.396844 0.095 0.217 0.167 -0.1134
C 1.897294 1.742885 5.156329 -0.080 0.026 -0.262 -0.1033
C 1.714614 2.841381 4.351909 -0.037 -0.007 -0.041 -0.1376
H 2.050069 4.900881 4.722539 -0.012 -0.207 0.098 0.1345
H 2.848079 4.307756 7.024611 -0.057 -0.084 -0.078 0.0803
H 2.655149 1.606950 7.258624 -0.018 0.070 -0.092 0.0890
H 1.692344 0.718354 4.881438 0.017 0.139 -0.002 0.0968
H 1.353219 2.928263 3.337542 0.004 -0.094 0.100 0.1067
N 3.424030 6.019713 0.366179 0.055 0.046 0.031 0.0039
C 4.307985 6.570962 -0.523249 0.051 0.114 -0.046 -0.1427
C 5.535121 5.988711 -0.317126 -0.128 0.210 -0.166 -0.1156
C 5.385079 5.047378 0.731134 -0.162 -0.114 0.220 -0.1091
C 4.071644 5.085941 1.131375 0.015 -0.009 0.130 -0.1331
H 2.448557 6.262535 0.444578 0.297 -0.352 -0.196 0.1079
H 3.988484 7.328935 -1.223050 0.063 -0.099 0.054 0.1035
H 6.440488 6.214538 -0.861830 -0.116 -0.030 0.040 0.0892
H 6.153039 4.411021 1.146617 -0.116 0.048 -0.051 0.0925
H 3.543415 4.531809 1.893439 0.092 -0.010 -0.102 0.0981
N 4.707320 5.496194 9.248265 0.043 0.079 -0.018 0.0000
C 5.426205 5.920703 10.333902 0.018 -0.022 0.081 -0.1465
C 6.576770 6.514962 9.874499 -0.123 -0.039 0.257 -0.1196
C 6.548280 6.451807 8.459446 -0.126 -0.053 -0.246 -0.1152
C 5.381792 5.820545 8.101190 0.009 -0.011 -0.070 -0.1434
H 3.819710 5.019975 9.287314 0.205 0.099 0.000 0.1383
H 5.058726 5.762333 11.336940 0.073 0.022 -0.106 0.1030
H 7.352447 6.948295 10.489329 -0.096 -0.052 -0.056 0.0881
H 7.297939 6.827233 7.777881 -0.100 -0.052 0.063 0.0902
H 4.975014 5.573613 7.131671 0.106 0.010 0.092 0.0969
N -1.608089 -8.389156 -5.097049 -0.039 -0.029 0.071 -0.0031
C -1.314389 -7.612714 -4.007546 0.063 0.094 0.059 -0.1281
C -2.418710 -7.593489 -3.190651 0.261 0.080 0.027 -0.1121
C -3.413779 -8.392327 -3.806578 -0.076 -0.187 -0.205 -0.1190
C -2.884589 -8.872818 -4.980215 -0.101 -0.052 -0.071 -0.1567
H -0.982378 -8.576117 -5.864461 -0.135 0.062 0.204 0.1426
H -0.347589 -7.140688 -3.908568 -0.092 -0.009 0.043 0.1007
H -2.500569 -7.063612 -2.252453 0.036 -0.011 -0.122 0.0872
H -4.407339 -8.594227 -3.432592 0.102 0.018 -0.055 0.0862
H -3.305259 -9.514133 -5.740694 0.014 0.081 0.094 0.0979
N 4.255344 -2.203363 -6.043532 0.051 -0.089 -0.023 0.0051
C 5.202049 -2.560982 -6.966281 0.035 0.055 -0.074 -0.1546
C 5.946067 -3.586896 -6.434409 -0.006 0.140 -0.240 -0.1238
C 5.425033 -3.861839 -5.145779 -0.153 0.026 0.204 -0.1133
C 4.380915 -2.994682 -4.933014 -0.003 0.044 0.067 -0.1434
H 3.571763 -1.472134 -6.163172 0.131 -0.173 0.069 0.1483
H 5.265483 -2.055128 -7.918377 0.018 -0.071 0.100 0.0994
H 6.772992 -4.084955 -6.920075 -0.090 0.060 0.036 0.0844
H 5.774434 -4.611679 -4.450647 -0.098 0.077 -0.061 0.0918
H 3.718820 -2.871752 -4.088821 0.125 -0.004 -0.071 0.1046
```
Positions in Å, forces in eV/Å.

HOMO-LUMO gap: 6.29 eV
net charge: -1
highest occupied orbital energy: -4.374 eV
E_LUMO: 1.91 eV

Entry 3:
C6H6N5O2 | ωB97M-V/def2-TZVPD

```
19
Properties=species:S:1:pos:R:3:forces:R:3:mulliken_spin:R:1
C 0.525588 1.811093 -2.249047 1.022 2.491 -4.565 0.0001
C 0.536304 0.698018 -3.106829 -0.392 -0.018 -2.324 0.0900
C -0.621110 -0.789238 2.329965 -1.968 -0.063 -0.764 0.0135
C 0.112166 -0.635480 -0.004785 -0.204 2.342 -0.045 0.3354
C -2.149697 0.622408 0.672443 -2.436 -0.054 -0.922 0.0679
C -0.382780 0.105635 1.182138 0.453 -3.709 -1.364 0.2059
N 0.452000 1.382359 -1.041160 -0.614 2.733 2.190 0.1207
N 0.375727 -0.392261 -2.310033 -0.350 -0.774 -3.673 0.1230
N -0.851621 -0.351179 3.502293 1.031 0.569 -0.554 0.0982
N 0.220721 -1.951869 -0.019689 -0.425 -2.726 -0.114 0.6136
N 0.223892 0.124796 -1.167858 1.061 -2.175 4.520 -0.0647
O -2.170336 0.943896 -0.498811 0.537 -0.199 1.049 0.2147
O -2.926250 0.443806 1.585366 0.678 0.185 0.037 0.1398
H 0.631095 2.912173 -2.594415 -0.148 -2.090 1.074 0.0112
H 0.501693 0.596047 -4.272505 0.280 0.304 2.637 0.0083
H -0.956389 -1.771222 1.897289 0.768 0.380 1.068 -0.0112
H -0.123832 1.088977 1.281986 0.870 2.424 0.486 0.0233
H -1.198757 -1.079371 4.088189 -0.251 -0.775 0.540 0.0012
H 0.318822 -2.409263 -0.949746 0.090 1.154 0.726 0.0093
```
Positions in Å, forces in eV/Å.

HOMO-LUMO gap (alpha / beta): 5.03 / 6.22 eV
net charge: -1
2S+1: 3
highest occupied orbital energy (alpha / beta): -1.099 / -5.141 eV
E_LUMO (alpha / beta): 3.93 / 1.08 eV
⟨S²⟩: 2.022